DFT (ωB97M-V/def2-TZVPD) results for 6 unconnected molecules or ions with the total composition C36H87BrF4N3O23P6 at a distorted geometry.

Geometry as ORCA input:
```
! wB97M-V def2-TZVPD RIJCOSX def2/J DEFGRID3
* xyz 1 1
Br -3.22658 4.08583 2.32347
P -0.22294 4.39589 0.73123
P -3.50535 -1.21741 -5.75114
P 3.87238 5.69223 -4.24953
P -1.75997 -3.27387 -12.43017
P -3.19462 -3.27340 5.71586
P 4.26180 -3.19658 8.42291
F -1.09857 2.66167 6.51659
F -4.63213 2.96634 5.10802
F -2.02562 1.87695 4.47011
F -3.67300 4.19895 7.06083
O -3.53638 -2.09147 6.81225
O 2.16659 -1.70049 -3.22472
O -2.09956 -4.42746 -11.47655
O -4.44954 -4.25705 6.38690
O 3.10345 -2.31537 7.48763
O -3.22756 -2.46699 -4.90448
O -4.84871 -1.42624 -6.68258
O -0.92224 5.95858 0.42664
O 2.59386 6.65877 -3.59847
O 2.83137 5.06816 -5.36427
O 3.88975 4.83408 -2.97723
O -1.93966 -2.28962 5.04481
O -4.48583 -0.55994 -4.48660
O -2.42112 -3.52835 -13.91810
O -0.33161 -4.11872 -12.91910
O 3.71198 -2.46617 9.79404
O 5.42003 -4.07773 9.35820
O 3.48405 -4.48970 8.14289
O -3.18830 -2.42911 -11.94132
O 5.15092 4.72558 -4.90067
O -4.01321 -3.08126 4.43194
O 1.40567 4.34179 0.12350
O -2.52487 -1.87496 -7.01580
N 0.91057 5.16246 4.49169
N -1.57881 4.52396 3.18795
N -1.07473 3.32190 -0.19009
C 3.13378 6.35231 4.16736
C -0.25039 -2.22312 -1.56297
C -3.52524 3.08231 6.08276
C 0.96681 4.07035 3.46890
C -5.35764 -1.42484 -3.77415
C 1.54782 6.02036 -2.88157
C -1.66636 4.48555 4.69681
C 0.22061 -3.22105 -0.33553
C -5.80225 -3.87703 6.18325
C -2.59148 -1.89699 7.84840
C 2.89891 -1.01833 -4.33785
C 4.96335 -5.10563 10.22455
C 3.05344 -2.21897 2.52813
C 1.01334 -2.23173 0.75480
C 3.02865 -2.01141 4.17079
C -0.07013 -3.05479 -2.96302
C 1.47186 6.48095 4.02424
C -2.00957 3.04459 5.37276
C 3.00628 5.49562 -6.70253
C -0.35129 5.26302 5.27851
C 2.55507 -0.51669 4.65173
C 1.82961 1.46939 3.07062
C -4.99419 -0.55391 -7.78808
C 1.72696 -3.06940 1.97022
C 4.97809 3.31804 -4.97946
C -2.25991 -0.98492 4.58388
C 1.27411 0.08121 3.81198
C -0.38426 3.81974 2.58564
C -4.38708 -3.16413 -11.74545
C -1.87134 -2.78531 -14.99042
C 1.72735 -2.41495 7.82477
C 1.22044 -2.62009 -3.87434
C -0.45092 -5.44639 -13.40930
C 4.03490 -1.09720 9.95493
C 1.58974 2.67921 4.15897
C -2.82753 -3.16782 -7.51993
H -0.92518 -2.30892 -14.71235
H 3.50930 0.18352 4.60359
H 1.87503 5.79877 -1.86519
H -1.68521 -3.46703 -15.82513
H 4.41653 -0.65746 9.02732
H -1.08205 -2.97036 -3.55181
H -6.09820 -0.81153 -3.25662
H -6.12584 -4.17467 5.18532
H 0.24762 -1.16459 -1.54024
H 4.03586 -2.76386 2.20038
H -1.48062 -5.81313 -13.41070
H -0.08449 4.99871 6.41164
H 3.35729 6.50166 5.31343
H 0.97853 -4.05374 -0.65444
H -1.98118 -0.90680 3.53044
H 0.96913 -3.06849 2.89139
H 3.49987 5.24791 3.90044
H -1.45067 5.55395 2.94542
H -1.94767 -3.80478 -7.40295
H -5.25364 -1.14948 -8.66791
H -2.58235 -2.01875 -15.30371
H -4.79614 -1.98398 -3.02497
H 0.79222 -0.67143 3.05602
H -2.59465 5.19086 4.96479
H -1.67045 -0.26364 5.15704
H 2.67977 3.00263 4.52405
H 2.19007 6.16504 -6.97995
H 3.70812 7.18027 3.56988
H 4.01510 2.98065 -4.58757
H 0.07427 -4.19852 -2.65816
H 1.36273 -1.41572 8.07941
H -6.41854 -4.40649 6.91281
H -4.53847 -3.89773 -12.54113
H 0.17165 -1.46996 1.12336
H -0.62182 2.65365 2.48830
H 4.76135 -6.01168 9.65231
H -1.41762 -2.04424 -1.41988
H -5.93881 -2.80185 6.32303
H 0.16451 -6.10491 -12.79194
H 3.43229 -1.81643 -5.04352
H 1.26125 6.63129 2.87093
H -3.31879 -0.73763 4.69518
H 2.98802 4.61629 -7.35259
H 4.07123 -4.79552 10.77422
H -3.55934 2.08491 6.73854
H 3.73961 -0.28034 -3.93798
H 1.22098 5.10671 -3.38416
H 2.31599 -2.78315 4.72230
H 1.01838 2.35051 5.12425
H 5.78296 2.83401 -4.42139
H -0.07021 -5.46976 -14.43436
H -5.79652 0.15800 -7.58625
H -0.64583 6.42029 5.31831
H -3.05513 -3.07645 -8.58580
H 5.75768 -5.32559 10.94082
H -3.67942 -3.63562 -7.01972
H 0.70337 6.71030 -2.82433
H -3.00428 -2.26292 8.79020
H 2.17695 -0.35582 -5.01151
H 2.28381 -0.58871 5.81099
H 1.39390 3.85882 -0.75413
H 3.02510 -1.15339 2.00202
H 1.99636 -4.17918 1.69838
H 4.12589 -2.22099 4.56668
H 1.17779 -2.77666 6.95260
H -5.22283 -2.46138 -11.75285
H 1.81408 4.39134 2.68963
H 0.81071 -2.25690 -4.90930
H -4.06939 -0.00631 -7.99869
H 4.78582 -0.99065 10.73983
H 1.82855 -3.62380 -4.08855
H -2.38836 -0.82591 7.93587
H -1.47731 2.60068 0.47844
H -0.73048 -3.60403 0.22868
H -0.47974 6.69280 0.96500
H 1.82378 -1.55241 0.21736
H -5.87828 -2.10888 -4.44883
H 1.18327 7.41218 4.67677
H 5.05152 3.02103 -6.02952
H 0.42694 0.31508 4.61912
H 2.94910 1.26743 2.79676
H -4.36624 -3.65708 -10.77296
H 3.12875 -0.55928 10.24761
H 1.53916 -3.08143 8.67043
H 3.96153 6.01259 -6.84295
H -1.64862 -2.41440 7.64157
H 1.23762 1.59324 2.06524
*
```

## Properties
- DFT total energy: -226913.2192 eV
- Lowest unoccupied orbital energy: -4.94 eV

Löwdin population analysis, charges in e, atoms 1 to 99: Br 0.9944; P 0.7222; P 0.8135; P 0.8192; P 0.8107; P 0.8210; P 0.8171; F -0.0075; F -0.0375; F -0.0071; F -0.0185; O -0.2867; O -0.2587; O -0.2381; O -0.3186; O -0.3509; O -0.2468; O -0.2808; O -0.2222; O -0.3203; O -0.2840; O -0.2469; O -0.3217; O -0.3297; O -0.2837; O -0.3240; O -0.2823; O -0.3217; O -0.2273; O -0.3341; O -0.3189; O -0.2289; O -0.2265; O -0.3250; N -0.1845; N -0.4462; N -0.2087; C -0.0889; C -0.2078; C -0.0873; C -0.2543; C -0.1456; C -0.1521; C -0.1705; C -0.1975; C -0.1410; C -0.1202; C -0.1310; C -0.1410; C -0.1908; C -0.2388; C -0.2064; C -0.1638; C -0.2129; C -0.1657; C -0.1223; C -0.0988; C -0.2020; C -0.1734; C -0.1211; C -0.1981; C -0.1355; C -0.1580; C -0.1790; C -0.2873; C -0.1477; C -0.1253; C -0.1507; C -0.2293; C -0.1353; C -0.1256; C -0.1106; C -0.1226; H 0.0806; H 0.1159; H 0.0515; H 0.0937; H 0.0788; H 0.0918; H 0.0876; H 0.0837; H 0.1055; H 0.1092; H 0.0848; H 0.1649; H 0.0894; H 0.1139; H 0.0930; H 0.1050; H 0.0849; H 0.1400; H 0.0984; H 0.0895; H 0.0897; H 0.0789; H 0.0868; H 0.1833; H 0.0491; H 0.1311